61
Properties=species:S:1:pos:R:3 method="wB97M-V/def2-TZVPD" lumo_energy_ev=0.6 smiles="CCNS(=O)(=O)CC(=O)N(C)C[C@H](C)NC(=O)C[C@H](C)c1ccc(CC)cc1" gap_ev=9.396 de_lowest_kj_mol=5.3 homo_ev=-8.8 charge=0
S 0.759 -2.082 1.367
O 0.220 -0.835 1.850
O -0.107 -3.166 0.997
O -1.263 3.425 -0.240
O 3.270 -0.327 1.006
N 0.333 2.286 0.888
N 1.799 -2.672 2.457
N 2.036 0.726 -0.577
C -1.097 -2.219 -4.031
C -2.550 0.365 -0.873
C -1.998 -0.008 -3.200
C 2.326 -1.869 3.565
C 1.706 -1.685 -0.102
C 2.549 2.019 -0.152
C -1.682 -1.767 -1.620
C 2.417 -0.364 0.128
C -0.957 2.538 0.544
C 1.153 0.750 -1.732
C -2.139 -0.940 -0.605
C -4.262 0.601 0.962
C -3.098 1.259 0.222
C -2.002 1.668 1.210
C 0.404 -2.487 -3.917
C -1.610 -1.316 -2.937
C 1.984 4.105 1.121
C 1.424 -1.882 4.787
C -2.461 0.820 -2.183
C 1.427 2.993 0.242
H -1.317 -1.770 -5.001
H 0.522 1.449 1.422
H 3.316 -2.263 3.799
H -2.446 2.263 2.014
H -1.544 0.786 1.664
H 2.809 4.616 0.621
H 3.146 2.469 -0.950
H 0.440 1.568 -1.637
H 0.976 -1.711 -0.905
H 0.452 -1.453 4.547
H 2.354 3.698 2.064
H 0.970 -1.555 -3.973
H 0.751 -3.141 -4.718
H 1.872 -1.298 5.592
H 2.476 -0.862 3.188
H -5.045 0.299 0.265
H -2.757 1.838 -2.408
H -4.695 1.294 1.685
H 2.437 -2.479 -0.238
H 1.273 -2.899 5.155
H 1.207 4.837 1.337
H -3.938 -0.288 1.506
H -2.181 -1.329 0.405
H 0.641 -2.971 -2.968
H 1.621 -3.651 2.632
H -1.948 0.370 -4.215
H -3.456 2.174 -0.253
H -1.636 -3.170 -3.997
H 0.991 3.445 -0.649
H 0.570 -0.158 -1.828
H 3.209 1.838 0.694
H 1.732 0.898 -2.648
H -1.386 -2.782 -1.376


60
Properties=species:S:1:pos:R:3 method="wB97M-V/def2-TZVPD" lumo_energy_ev=0.7 smiles="CCCCCCn1c(CN2CCC[C@H](C)C2)nc2c1c(=O)n(C)c(=O)n2C" gap_ev=8.955 de_lowest_kj_mol=12.7 homo_ev=-8.3 charge=0
O 2.978 -2.358 0.430
O 4.847 1.470 -1.181
N -2.477 1.433 0.830
N 2.748 1.654 -0.351
N 0.508 -0.622 1.089
N 3.882 -0.415 -0.376
N 0.531 1.555 0.629
C -3.793 1.482 -1.217
C -2.188 2.854 0.729
C -3.077 5.078 -0.022
C 5.108 -1.115 -0.725
C -2.622 0.835 -0.484
C 1.723 -0.346 0.499
C -3.175 -4.211 -0.711
C 2.676 3.072 -0.623
C -1.144 -4.033 0.833
C -1.556 0.709 1.682
C 1.699 1.013 0.229
C -0.168 0.551 1.136
C -1.842 -4.820 -0.277
C 3.884 0.942 -0.670
C 0.094 -1.941 1.498
C -3.350 3.580 0.050
C -0.661 -2.660 0.377
C -3.897 -5.106 -1.711
C 2.858 -1.165 0.212
C -3.566 2.984 -1.340
H -1.704 0.947 -1.088
H -3.902 1.027 -2.203
H -2.173 5.272 -0.596
H -1.828 -3.916 1.677
H -1.986 -0.279 1.870
H -2.025 -5.835 0.083
H -2.945 5.493 0.975
H -3.007 -3.234 -1.168
H -4.839 -4.657 -2.016
H 4.975 -2.161 -0.458
H 5.947 -0.686 -0.178
H 3.674 3.411 -0.897
H -0.281 -4.605 1.181
H 2.322 3.590 0.267
H -1.509 -2.047 0.065
H -3.285 -5.256 -2.598
H -1.500 1.245 2.636
H -2.683 3.172 -1.955
H -4.707 1.298 -0.649
H -2.055 3.242 1.742
H -1.178 -4.891 -1.140
H 0.998 -2.504 1.742
H 1.984 3.262 -1.444
H 5.300 -1.013 -1.792
H -3.808 -4.066 0.167
H 0.009 -2.773 -0.478
H -4.423 3.456 -1.825
H -3.906 5.594 -0.502
H -4.253 3.407 0.645
H -2.820 -0.233 -0.354
H -4.106 -6.079 -1.272
H -0.529 -1.863 2.393
H -1.258 3.036 0.170


62
Properties=species:S:1:pos:R:3 method="wB97M-V/def2-TZVPD" lumo_energy_ev=0.7 smiles="CCO[C@H]1CCN(C(=O)CO[C@H]2C[C@@H](NC(=O)CCc3ncnn3C)C2)C[C@@H]1C" gap_ev=9.791 de_lowest_kj_mol=27.4 homo_ev=-9.1 charge=0
O 1.628 2.360 1.807
O -2.515 2.158 -1.899
O 2.673 -4.535 0.970
O 1.988 -0.116 2.632
N 0.363 -2.157 -3.153
N 3.290 -2.419 1.512
N -0.019 -0.658 -1.621
N -0.127 -1.090 -3.825
N -0.636 2.259 1.798
C 3.246 -2.638 2.946
C 2.845 -3.371 0.652
C -1.067 3.275 -0.397
C -3.889 1.549 -3.734
C -0.745 3.518 1.078
C -2.261 1.165 0.319
C 3.699 -1.370 3.701
C -2.338 2.440 -0.520
C 0.750 -3.354 -3.864
C 0.935 -2.795 -0.781
C -1.183 4.595 -1.145
C 0.608 1.728 1.989
C 0.421 -1.884 -1.839
C 1.828 -2.405 3.533
C 0.652 0.270 2.455
C 2.473 -2.853 -0.722
C -1.866 1.483 1.758
C -0.341 -0.219 -2.865
C 2.230 -0.928 3.767
C -3.747 1.544 -2.229
H -3.865 2.569 -4.117
H 2.888 -1.858 -0.896
H 0.193 4.056 1.181
H -0.067 -3.672 -4.508
H -4.571 2.096 -1.757
H -1.987 5.205 -0.725
H -1.518 0.501 -0.130
H 0.161 -0.359 1.701
H -2.647 2.080 2.242
H -3.223 0.649 0.321
H 0.555 -2.397 0.162
H 3.194 -1.457 1.222
H -4.835 1.089 -4.026
H 1.691 -2.938 4.474
H -0.247 2.682 -0.820
H 1.870 -0.430 4.672
H 3.730 -3.582 3.178
H -3.778 0.515 -1.852
H 4.089 -1.615 4.688
H -1.539 4.114 1.541
H -0.754 0.760 -3.051
H -3.079 0.985 -4.196
H 0.535 -3.805 -0.883
H -1.766 0.572 2.343
H 4.379 -0.690 3.191
H -1.401 4.428 -2.199
H 1.632 -3.162 -4.473
H 2.867 -3.530 -1.480
H -0.255 5.164 -1.070
H 0.090 0.171 3.391
H -3.191 3.050 -0.172
H 0.971 -4.139 -3.146
H 0.981 -2.602 2.875


58
Properties=species:S:1:pos:R:3 method="wB97M-V/def2-TZVPD" lumo_energy_ev=0.6 gap_ev=8.952 homo_ev=-8.4 charge=0
S 3.901 0.484 2.174
O 1.149 3.634 -0.588
O 3.399 0.404 -1.941
O -0.046 2.121 0.538
N 3.416 2.113 -0.472
C -6.126 2.139 1.160
C -2.115 -2.731 -0.977
C 1.082 2.592 0.005
C 3.877 1.452 -1.562
C 5.048 2.134 -2.228
C -6.102 -0.148 0.115
C -2.449 -0.536 0.245
C 2.095 -1.634 1.603
C 1.525 -2.855 -0.466
C -4.090 1.341 0.012
C 3.923 -2.188 -0.001
C -0.245 -1.083 -0.692
C 0.821 -1.854 -1.406
C 2.266 1.670 0.268
C 2.966 -1.029 2.651
C -3.192 0.399 -0.729
C 2.504 -2.193 0.466
C -1.507 -1.449 -0.495
C -5.343 1.115 0.390
C 2.545 1.629 1.774
H 2.385 -0.758 3.533
H 5.862 2.250 -1.516
H 1.564 -1.168 -1.816
H -2.451 0.965 -1.298
H -3.185 -1.121 0.800
H 0.065 -0.138 -0.271
H -3.088 -2.543 -1.429
H -5.587 -0.791 -0.592
H -3.636 2.285 0.291
H 1.037 -1.634 1.832
H -7.090 0.086 -0.279
H 4.599 -1.768 0.737
H 4.750 3.117 -2.585
H -7.001 2.452 0.590
H 2.858 2.614 2.124
H 3.989 -1.588 -0.909
H -1.484 -3.233 -1.704
H -5.523 3.017 1.378
H -1.892 0.077 0.957
H 0.388 -2.413 -2.238
H -6.479 1.715 2.099
H -6.241 -0.704 1.043
H 0.763 -3.385 0.109
H 2.061 -3.583 -1.077
H 3.776 3.030 -0.258
H 5.386 1.534 -3.068
H 1.657 1.313 2.318
H -2.268 -3.407 -0.135
H 4.246 -3.199 -0.245
H 3.761 -1.713 2.952
H -3.761 -0.202 -1.439
H 2.031 0.660 -0.089
H -0.796 2.706 0.342